(1)
Formula: C23H40AsN7O7PSTcTe
Source: the Open Molecules 2025 dataset
Level of theory: the ωB97M-V functional and the def2-TZVPD basis

CARTESIAN COORDINATES (ANGSTROEM)
Tc1 0.372 0.260 -0.968
N1 -5.336 -2.954 -1.863
C1 -4.288 -2.555 -1.169
N2 -4.127 -2.926 0.096
N3 -3.412 -1.756 -1.800
C2 -2.364 -1.158 -1.522
N4 -1.363 -0.572 -1.288
H1 -6.039 -3.560 -1.470
H2 -5.456 -2.645 -2.813
H3 -4.798 -3.521 0.555
H4 -3.318 -2.655 0.633
C3 5.202 2.427 -4.371
C4 4.246 2.256 -3.222
O1 3.652 0.885 -3.322
P1 2.457 0.401 -2.490
O2 2.284 1.061 -1.114
Te1 2.122 -1.930 -1.898
O3 1.064 0.942 -3.139
C5 0.592 0.652 -4.505
C6 -0.807 1.196 -4.641
H5 5.697 3.392 -4.271
H6 4.684 2.399 -5.329
H7 5.957 1.642 -4.352
H8 3.432 2.980 -3.246
H9 4.752 2.315 -2.262
H10 0.618 -0.427 -4.673
H11 1.282 1.134 -5.194
H12 -1.464 0.751 -3.892
H13 -1.196 0.963 -5.632
H14 -0.809 2.280 -4.520
C7 0.289 3.999 -1.170
As1 -0.358 2.482 -0.167
C8 0.352 2.858 1.592
C9 -2.309 2.795 -0.031
C10 -2.591 3.929 0.906
C11 -2.652 5.238 0.437
C12 -2.931 6.283 1.307
C13 -3.147 6.028 2.652
C14 -3.095 4.724 3.127
C15 -2.810 3.682 2.260
H15 0.028 4.900 -0.620
H16 -0.156 4.033 -2.163
H17 1.373 3.940 -1.255
H18 0.054 3.868 1.865
H19 1.440 2.805 1.552
H20 -0.028 2.156 2.330
H21 -2.759 1.863 0.306
H22 -2.635 3.008 -1.048
H23 -2.515 5.437 -0.621
H24 -2.992 7.296 0.931
H25 -3.360 6.843 3.331
H26 -3.293 4.526 4.173
H27 -2.779 2.661 2.630
C16 1.327 -7.141 1.541
C17 2.329 -6.033 1.239
S1 1.590 -4.402 1.393
O4 2.079 -3.544 0.309
O5 0.158 -4.485 1.525
C18 2.303 -3.716 2.909
C19 1.459 -2.631 3.612
N5 0.663 -1.762 2.716
C20 1.192 -0.962 1.772
N6 0.218 -0.466 0.996
C21 -0.970 -0.928 1.497
C22 -0.710 -1.747 2.529
N7 -1.710 -2.573 3.176
O6 -2.781 -2.625 2.592
O7 -1.440 -3.118 4.219
C23 2.645 -0.677 1.657
H28 1.867 -8.078 1.667
H29 0.615 -7.266 0.728
H30 0.769 -6.945 2.456
H31 2.723 -6.070 0.224
H32 3.163 -6.030 1.944
H33 3.280 -3.345 2.600
H34 2.437 -4.555 3.595
H35 2.134 -1.989 4.173
H36 0.768 -3.084 4.304
H37 -1.926 -0.642 1.104
H38 3.097 -0.576 2.644
H39 2.806 0.248 1.111
H40 3.153 -1.488 1.127

Forces on atoms 1 to 3 (eV/Å):
Tc 0.20 -0.19 0.16
N -0.09 -0.05 -0.03
C 0.10 -0.03 0.38

Properties
2S+1 ... 4
Kohn-Sham gap (alpha / beta) ... 6.87 / 4.31 eV
Charge ... +3
Energy ... -139693.1370 eV
LUMO (alpha / beta) ... -8.42 / -11.00 eV

Population analysis type Löwdin, resulting atomic charges in e: Tc 1.032; N 0.236; C -0.419; N 0.240; N 0.185; C -0.260; N -0.052; H 0.146; H 0.145; H 0.145; H 0.079; C -0.046; C -0.188; O -0.228; P 0.154; O -0.507; Te 1.140; O -0.390; C -0.213; C -0.048; H 0.103; H 0.091; H 0.095; H 0.120; H 0.127; H 0.119; H 0.133; H 0.062; H 0.104; H 0.089; C -0.237; As 1.127; C -0.241; C -0.277; C -0.341; C -0.055; C -0.050; C -0.050; C -0.055; C -0.070; H 0.044; H 0.040; H 0.033; H 0.050; H 0.041; H 0.031; H 0.062; H 0.085; H 0.116; H 0.119; H 0.119; H 0.117; H 0.111; C -0.092; C -0.264; S 0.699; O -0.568; O -0.288; C -0.172; C -0.074; N 0.072; C -0.306; N -0.057; C -0.049; C -0.116; N -0.299; O 0.076; O 0.159; C 0.020; H 0.098; H 0.088; H 0.084; H 0.110; H 0.109; H 0.107; H 0.123; H 0.142; H 0.119; H 0.111; H 0.110; H 0.070; H 0.071

(2)
Formula: CH6N3OS
Source: the Open Molecules 2025 dataset
Level of theory: the ωB97M-V functional and the def2-TZVPD basis

CARTESIAN COORDINATES (ANGSTROEM)
C1 -1.634 0.605 -0.053
N1 -2.215 -0.577 0.058
N2 3.242 -0.464 -0.369
N3 0.558 0.218 -0.479
O1 -1.228 1.311 0.891
S1 1.896 0.403 0.156
H1 -2.552 -1.020 -0.737
H2 -2.590 -0.881 0.919
H3 4.099 -0.269 0.054
H4 3.349 -1.300 -1.033
H5 -1.833 1.213 -1.110
H6 -1.093 0.761 1.703

Forces on atoms 1 to 3 (eV/Å):
C -2.45 0.57 -4.89
N 1.16 1.90 0.64
N -2.01 -1.93 -2.05

Properties
Kohn-Sham gap ... 9.44 eV
Charge ... +1
Energy ... -18477.7429 eV
LUMO ... -4.00 eV

Population analysis type Löwdin, resulting atomic charges in e: C -0.329; N 0.222; N -0.264; N -0.411; O 0.123; S 0.874; H 0.115; H 0.133; H 0.007; H 0.115; H 0.236; H 0.179

(3)
Formula: C14H21Br2N4O8P2Re
Source: the Open Molecules 2025 dataset
Level of theory: the ωB97M-V functional and the def2-TZVPD basis

CARTESIAN COORDINATES (ANGSTROEM)
Re1 -0.567 0.678 -0.203
N1 -1.592 -1.215 0.392
C1 -2.292 -1.071 1.679
C2 -2.944 0.308 1.715
N2 -1.987 1.354 1.301
C3 -1.353 2.113 2.391
C4 -0.035 1.444 2.776
N3 0.738 1.242 1.536
H1 -1.074 -2.091 0.364
H2 -2.286 -1.249 -0.362
H3 -3.065 -1.834 1.804
H4 -1.561 -1.182 2.482
H5 -3.765 0.331 0.993
H6 -3.347 0.514 2.709
H7 -2.525 2.013 0.738
H8 -1.147 3.125 2.032
H9 -2.009 2.182 3.263
H10 0.518 2.060 3.492
H11 -0.231 0.473 3.236
H12 1.015 2.159 1.170
H13 1.601 0.734 1.724
O1 -0.644 4.768 -1.628
P1 -0.858 3.216 -1.809
O2 -0.797 2.722 -3.192
O3 0.026 2.606 -0.724
O4 -2.373 3.003 -1.229
P2 -3.091 1.616 -1.726
O5 -3.417 1.829 -3.236
O6 -4.194 1.303 -0.814
O7 -1.956 0.565 -1.655
H14 -0.872 5.258 -2.417
H15 -2.593 2.051 -3.700
C5 1.278 -2.222 2.526
C6 1.962 -2.284 1.197
C7 3.012 -3.194 0.980
C8 3.607 -3.270 -0.252
C9 3.149 -2.441 -1.292
C10 3.649 -2.448 -2.619
Br1 5.041 -3.629 -3.101
C11 3.131 -1.616 -3.588
C12 2.105 -0.733 -3.281
Br2 1.359 0.398 -4.583
C13 1.561 -0.654 -1.978
O8 0.630 0.155 -1.706
C14 2.097 -1.545 -0.973
N4 1.537 -1.480 0.242
H16 1.847 -2.766 3.274
H17 0.290 -2.672 2.450
H18 1.155 -1.192 2.841
H19 3.339 -3.826 1.790
H20 4.414 -3.962 -0.435
H21 3.517 -1.643 -4.594

Forces on atoms 1 to 3 (eV/Å):
Re 1.19 -0.74 -0.94
N 0.11 0.36 -0.55
C -0.21 0.33 0.48

Properties
2S+1 ... 4
Kohn-Sham gap (alpha / beta) ... 7.53 / 5.83 eV
Charge ... +1
Energy ... -197995.7701 eV
LUMO (alpha / beta) ... -2.85 / -4.61 eV

Population analysis type Löwdin, resulting atomic charges in e: Re 1.751; N -0.045; C -0.188; C -0.154; N -0.171; C -0.149; C -0.191; N -0.058; H 0.112; H 0.114; H 0.138; H 0.097; H 0.107; H 0.138; H 0.093; H 0.139; H 0.137; H 0.138; H 0.101; H 0.104; H 0.106; O -0.057; P 0.226; O -0.263; O -0.372; O -0.264; P 0.238; O -0.050; O -0.234; O -0.400; H 0.098; H 0.072; C -0.015; C -0.322; C 0.001; C -0.001; C -0.183; C -0.612; Br 0.818; C -0.154; C -0.582; Br 0.864; C -0.383; O -0.232; C -0.144; N 0.109; H 0.090; H 0.077; H 0.050; H 0.117; H 0.088; H 0.104

(4)
Formula: C14H13N3O5
Source: the Open Molecules 2025 dataset
Level of theory: the ωB97M-V functional and the def2-TZVPD basis

CARTESIAN COORDINATES (ANGSTROEM)
C1 -0.241 -2.227 5.480
C2 -0.406 -2.326 3.996
C3 -1.414 -1.634 3.340
C4 -1.596 -1.753 1.972
C5 -0.757 -2.576 1.234
C6 0.277 -3.250 1.877
C7 0.444 -3.127 3.238
H1 1.250 -3.655 3.725
H2 0.935 -3.875 1.290
O1 -0.834 -2.784 -0.125
C8 -1.850 -2.170 -0.879
C9 -1.514 -0.763 -1.388
O2 -2.306 -0.114 -2.032
N1 -0.251 -0.359 -1.058
N2 0.436 0.739 -1.408
C10 0.036 1.556 -2.308
C11 0.882 2.670 -2.632
C12 1.991 3.187 -1.979
C13 2.460 4.239 -2.771
C14 1.606 4.298 -3.852
N3 1.638 5.145 -4.983
O3 0.808 4.976 -5.849
O4 2.518 5.986 -4.998
O5 0.649 3.357 -3.760
H3 3.308 4.872 -2.606
H4 2.394 2.838 -1.052
H5 -0.886 1.465 -2.874
H6 0.286 -0.973 -0.452
H7 -2.812 -2.145 -0.355
H8 -1.974 -2.798 -1.767
H9 -2.391 -1.198 1.498
H10 -2.072 -0.987 3.900
H11 -0.227 -1.186 5.797
H12 0.684 -2.705 5.793
H13 -1.070 -2.724 5.989

Forces on atoms 1 to 3 (eV/Å):
C -0.07 -0.03 0.08
C 0.02 -0.01 -0.07
C 0.19 -0.17 0.04

Properties
Kohn-Sham gap ... 7.99 eV
Energy ... -29432.1832 eV
LUMO ... -0.81 eV

Population analysis type Löwdin, resulting atomic charges in e: C -0.054; C -0.287; C -0.037; C -0.013; C -0.276; C -0.004; C -0.039; H 0.111; H 0.120; O -0.063; C -0.098; C -0.425; O 0.083; N 0.065; N 0.090; C -0.046; C -0.223; C 0.017; C 0.048; C -0.207; N -0.356; O 0.110; O 0.086; O 0.142; H 0.123; H 0.114; H 0.127; H 0.146; H 0.134; H 0.146; H 0.110; H 0.117; H 0.080; H 0.074; H 0.084